1.
Below is a molecular structure, C16H16AuF3N4O3S2 at a distorted geometry, with properties calculated with ωB97M-V/def2-TZVPD.

Cartesian coordinates (Å):
Au1 -0.019 -0.293 -0.023
C1 -2.527 3.535 -0.231
C2 -1.435 2.514 -0.325
N1 -1.697 1.266 -0.200
N2 -3.000 0.900 -0.063
C3 -3.190 -0.369 0.061
N3 -4.464 -0.804 0.156
S1 -1.961 -1.615 0.125
C4 -0.031 2.879 -0.639
C5 0.412 4.190 -0.713
C6 1.723 4.436 -1.091
C7 2.562 3.373 -1.361
C8 2.053 2.090 -1.234
N4 0.786 1.857 -0.896
H1 -3.388 3.176 -0.791
H2 -2.225 4.504 -0.618
H3 -2.845 3.642 0.808
H4 -5.218 -0.145 0.095
H5 -4.648 -1.781 0.276
H6 -0.249 5.010 -0.471
H7 2.080 5.455 -1.175
H8 3.589 3.525 -1.662
H9 2.671 1.216 -1.396
F1 1.230 -2.381 -1.362
C9 0.870 -2.252 -0.094
F2 0.009 -3.218 0.198
F3 1.899 -2.392 0.674
C10 -0.061 5.729 3.017
C11 0.617 4.400 2.778
C12 1.967 4.353 2.438
C13 2.615 3.139 2.234
C14 1.901 1.960 2.390
C15 0.546 1.984 2.712
C16 -0.086 3.205 2.908
S2 2.651 0.383 2.016
O1 4.061 0.604 1.833
O2 2.225 -0.521 3.050
O3 2.027 0.047 0.686
H10 0.238 6.466 2.268
H11 0.219 6.125 3.997
H12 -1.148 5.630 2.997
H13 2.519 5.283 2.322
H14 3.666 3.089 1.981
H15 0.015 1.044 2.824
H16 -1.142 3.231 3.162

Cartesian forces, eV/Å:
Au -1.32 -2.66 0.65
C 0.13 0.04 -0.18
C -0.41 0.06 -0.09
N 1.02 0.17 0.28
N -0.20 0.49 0.14
C 0.00 0.01 -0.06
N 0.27 -0.27 0.03
S 0.31 0.78 -0.29
C 0.12 -0.07 0.02
C -0.07 0.16 0.03
C -0.08 0.10 0.00
C 0.06 -0.03 -0.08
C -0.26 -0.04 0.03
N 0.47 0.20 -0.39
H -0.03 0.04 0.02
H -0.01 -0.02 0.04
H 0.03 -0.01 -0.01
H -0.01 0.05 0.03
H -0.14 -0.03 -0.01
H 0.04 -0.02 -0.01
H 0.00 -0.02 0.05
H -0.04 -0.03 0.03
H -0.01 0.05 0.02
F 0.18 -0.10 -0.57
C -0.48 1.33 0.00
F -0.01 -0.60 0.06
F 0.55 -0.34 0.42
C 0.08 -0.13 0.02
C -0.04 0.16 -0.01
C 0.04 -0.06 -0.01
C -0.14 0.04 0.19
C -0.13 -0.14 -0.26
C 0.20 0.13 0.07
C 0.02 -0.11 -0.04
S -0.22 0.27 0.07
O -0.04 0.04 0.04
O -0.04 -0.05 -0.03
O 0.25 0.59 -0.21
H -0.03 -0.03 0.04
H -0.04 0.01 -0.06
H 0.05 0.01 -0.01
H -0.03 -0.08 0.03
H -0.05 0.01 -0.03
H -0.02 0.09 0.04
H 0.05 -0.01 0.02

As for the gap between HOMO and LUMO: 7.28 eV. Its spin multiplicity is 1. The LUMO energy comes out at -0.0579 hartree. Its HOMO energy is -8.852 eV.

2.
Below is a molecular structure, C16H16BHfN9O7 at a distorted geometry, with properties calculated with ωB97M-V/def2-TZVPD.

Cartesian coordinates (Å):
H1 -0.175 2.761 0.509
N1 0.191 1.505 -1.189
B1 0.477 0.610 -3.592
N2 0.529 1.762 -2.517
C1 0.837 3.061 -2.617
Hf1 -0.665 -0.364 -0.454
H2 1.196 3.426 -3.577
C2 0.649 3.671 -1.382
H3 0.825 4.715 -1.122
C3 0.213 2.699 -0.502
H4 0.837 1.018 -4.668
C4 -0.551 -2.472 0.056
H5 -1.075 -2.809 0.993
H6 0.565 -2.645 0.123
H7 -0.994 -3.261 -0.581
N3 -0.925 -0.121 -3.607
N4 1.443 -0.466 -3.033
N5 -1.414 -0.593 -2.352
N6 1.169 -1.038 -1.811
C5 -1.879 -0.223 -4.542
C6 2.595 -0.957 -3.563
H8 -1.715 0.122 -5.572
H9 2.965 -0.570 -4.513
C7 -3.022 -0.752 -3.947
C8 3.058 -1.946 -2.675
C9 -2.701 -0.991 -2.623
C10 2.125 -1.966 -1.621
H10 -3.995 -0.929 -4.417
H11 3.958 -2.558 -2.773
H12 -3.255 -1.354 -1.759
H13 2.145 -2.631 -0.757
H14 -0.986 1.588 -0.928
O1 2.016 0.568 6.917
N7 0.807 0.377 6.666
O2 -0.058 0.242 7.561
C11 0.345 0.301 5.299
C12 1.293 0.392 4.248
C13 0.778 0.274 2.947
C14 -0.630 0.334 2.666
O3 -1.123 0.499 1.475
C15 -1.478 0.027 3.756
C16 -1.038 0.081 5.077
N8 -2.808 -0.430 3.376
O4 -3.638 -0.695 4.266
O5 -3.047 -0.644 2.153
N9 1.623 0.064 1.775
O6 2.839 0.269 1.747
O7 1.044 -0.465 0.745
H15 2.380 0.544 4.413
H16 -1.730 -0.029 5.930

Cartesian forces, eV/Å:
H 0.35 -0.08 -0.01
N -2.88 0.91 -0.80
B 0.69 -1.89 -0.22
N -0.91 1.00 0.40
C 0.04 -1.63 -0.32
Hf 0.90 -4.99 4.65
H -0.10 0.14 0.30
C -0.15 0.92 1.82
H -0.15 -0.36 -0.25
C 1.48 2.92 -0.56
H -0.33 0.03 0.41
C -0.04 -1.67 0.30
H 0.74 0.91 -0.13
H -1.64 -0.29 0.29
H 0.48 0.51 -0.49
N 0.12 0.78 1.38
N 0.27 0.48 0.09
N -1.77 0.84 -4.43
N 0.29 -0.24 -0.79
C 0.27 0.21 0.69
C -0.53 -0.66 1.20
H -0.01 -0.26 0.64
H -0.10 -0.28 0.39
C -0.96 -0.49 0.01
C -0.27 0.52 -0.37
C 0.71 0.63 0.39
C 0.54 0.25 -0.48
H 0.63 -0.02 0.19
H -0.52 0.29 0.03
H -0.36 -0.21 -0.55
H 0.02 0.48 -0.39
H 2.26 0.88 -2.11
O -2.44 -0.39 -1.32
N 0.82 0.22 3.77
O 1.55 0.24 -2.14
C 0.29 0.13 -1.61
C -0.53 -0.22 0.48
C -0.20 0.51 -0.77
C 0.33 -1.19 0.06
O 0.91 0.62 -1.78
C 0.30 0.45 0.01
C 0.40 -0.01 -0.31
N -3.24 -1.47 -0.39
O 2.24 0.94 -1.59
O 0.10 0.20 2.85
N 1.78 0.31 -0.21
O -3.20 -0.49 0.44
O 2.24 0.97 1.69
H -0.91 -0.35 0.12
H 0.47 -0.12 -0.57

As for the gap between HOMO and LUMO: 6.43 eV. Its spin multiplicity is 1. The LUMO energy comes out at -0.3294 hartree. The net charge is +2. Its HOMO energy is -15.393 eV.

3.
Below is a molecular structure, C16H16BrCaClN6O5S at a distorted geometry, with properties calculated with ωB97M-V/def2-TZVPD.

Cartesian coordinates (Å):
Ca1 0.169 0.945 -0.210
O1 -2.336 3.851 1.976
C1 -1.781 2.736 1.498
O2 -0.589 2.667 1.387
C2 -2.775 1.697 1.042
C3 -4.157 1.739 1.192
C4 -4.980 0.841 0.491
C5 -4.339 -0.133 -0.203
C6 -2.928 -0.174 -0.236
N1 -2.165 0.743 0.332
C7 -2.123 -1.204 -1.122
O3 -2.653 -2.226 -1.508
O4 -0.923 -0.862 -1.325
H1 -1.521 4.327 2.216
H2 -4.563 2.525 1.779
H3 -6.055 1.057 0.490
H4 -4.825 -0.950 -0.815
C8 -0.349 -4.855 -0.422
C9 -0.582 -3.935 0.734
N2 -1.348 -4.053 1.757
N3 -1.240 -2.795 2.383
C10 -0.321 -1.990 1.876
S1 0.218 -0.455 2.324
N4 0.036 -2.687 0.745
N5 0.990 -2.299 -0.149
H5 -0.820 -5.854 -0.095
H6 0.731 -5.054 -0.624
H7 -0.762 -4.415 -1.363
H8 -1.618 -2.758 3.320
H9 0.616 -2.024 -1.083
H10 1.803 -2.908 -0.147
O5 6.474 2.306 -0.906
C11 5.217 1.788 -0.707
C12 4.606 1.799 0.542
C13 3.340 1.289 0.601
N6 2.713 0.703 -0.383
C14 3.276 0.707 -1.577
Br1 2.301 -0.250 -2.896
C15 4.566 1.192 -1.795
H11 6.780 2.683 -0.032
H12 5.104 2.114 1.420
H13 2.767 1.353 1.557
H14 4.995 1.184 -2.785
Cl1 -1.662 3.285 -1.950
C16 0.030 2.525 -2.136
H15 0.605 3.455 -1.993
H16 0.077 2.370 -3.202

Cartesian forces, eV/Å:
Ca -0.10 -0.53 -0.83
O 0.53 -0.35 0.33
C -2.24 0.28 -0.18
O 1.23 -0.67 -0.19
C 0.11 -0.26 -0.08
C 0.74 0.27 -0.30
C 0.14 1.33 0.82
C 0.41 -2.32 -1.57
C 0.26 -0.37 -0.90
N -0.96 -0.03 0.14
C 0.03 0.57 0.57
O -0.91 -0.58 -0.01
O 0.50 0.64 0.22
H -0.43 0.68 0.12
H -0.42 0.56 0.32
H 0.41 -0.60 -0.01
H 0.36 1.16 0.84
C -0.34 -1.57 0.51
C 0.68 1.06 -0.88
N -0.25 0.74 0.34
N -0.64 -1.62 1.35
C 0.29 0.25 -1.59
S -0.13 -0.47 0.59
N 0.34 -0.61 -0.12
N 0.73 0.76 -0.89
H 0.53 1.53 -1.01
H -0.75 0.28 0.43
H -0.06 -0.46 0.88
H 0.06 0.35 -0.29
H -0.02 -0.42 1.06
H -0.36 0.16 -0.03
O -0.47 0.18 1.52
C 0.86 -0.08 -0.44
C 0.04 -0.24 -1.08
C -0.54 0.22 2.35
N -1.29 0.25 -0.96
C 1.06 -0.68 0.14
Br 0.30 0.32 -0.03
C -0.67 0.40 -0.03
H -0.36 -0.56 -1.48
H 0.38 0.58 0.69
H 0.62 -0.24 -0.70
H 0.16 -0.02 0.04
Cl -0.40 -0.14 0.21
C 0.27 0.82 0.60
H 0.28 -0.21 -0.02
H 0.04 -0.36 -0.45

As for the gap between HOMO and LUMO: 6.89 eV. Its spin multiplicity is 1. The LUMO energy comes out at -0.0021 hartree. Its HOMO energy is -6.943 eV.

4.
Below is a molecular structure, C16H16BrN12O5ReS2 at a distorted geometry, with properties calculated with ωB97M-V/def2-TZVPD.

Cartesian coordinates (Å):
Re1 0.521 0.457 -0.348
N1 -1.163 -0.539 -1.377
C1 -0.702 -1.919 -1.620
C2 0.217 -2.438 -0.489
O1 0.322 -3.645 -0.279
N2 0.850 -1.456 0.138
C3 1.840 -1.750 1.139
C4 2.777 -0.510 1.258
O2 3.864 -0.626 1.781
O3 2.276 0.578 0.804
H1 -2.001 -0.546 -0.767
H2 -1.435 -0.087 -2.253
H3 -0.083 -1.923 -2.524
H4 -1.531 -2.622 -1.758
H5 2.398 -2.659 0.888
H6 1.373 -1.873 2.126
N3 -0.860 3.268 1.241
C5 -0.706 3.330 -0.118
N4 -1.090 4.332 -0.894
N5 -0.853 3.914 -2.126
N6 -0.347 2.742 -2.132
N7 -0.217 2.314 -0.876
C6 -0.900 2.082 1.903
N8 -1.364 1.912 3.135
N9 -1.244 0.626 3.379
N10 -0.732 0.012 2.379
N11 -0.497 0.888 1.392
H7 -1.243 4.074 1.712
S1 -3.586 -0.659 0.727
C7 -3.010 -2.155 1.120
N12 -1.898 -2.397 1.789
C8 -1.559 -3.777 2.055
C9 -2.311 -4.612 1.024
S2 -3.816 -3.654 0.639
H8 -1.324 -1.592 2.124
H9 -1.865 -4.040 3.076
H10 -0.482 -3.921 1.940
H11 -2.599 -5.596 1.380
H12 -1.731 -4.701 0.105
Br1 5.037 -2.531 -5.577
C10 4.679 -0.777 -4.903
C11 5.420 0.281 -5.397
C12 5.182 1.553 -4.903
C13 4.223 1.753 -3.929
C14 3.485 0.680 -3.445
C15 3.713 -0.602 -3.930
C16 2.491 0.926 -2.343
O4 2.571 1.939 -1.661
O5 1.608 0.022 -2.156
H13 6.160 0.121 -6.167
H14 5.766 2.380 -5.275
H15 4.026 2.732 -3.524
H16 3.151 -1.438 -3.539

Cartesian forces, eV/Å:
Re 2.12 0.53 -0.59
N 0.44 0.40 0.23
C 0.20 -0.57 0.01
C -0.61 -0.58 -0.98
O 0.11 0.30 -0.12
N -0.12 0.45 0.22
C 0.25 0.37 0.55
C 0.36 -2.09 0.66
O -0.06 0.17 0.02
O -1.73 1.20 -1.62
H 0.17 0.05 -0.10
H 0.23 0.02 0.24
H -0.12 0.01 0.10
H 0.07 0.19 0.07
H -0.10 0.23 0.08
H 0.17 -0.06 -0.03
N 0.18 0.34 -0.11
C -0.14 0.09 -0.66
N -0.14 0.01 1.76
N 0.39 -0.15 -1.11
N -0.20 -0.33 -1.44
N -0.45 0.01 1.50
C 0.11 -1.35 0.27
N -0.02 1.27 -0.52
N 0.14 -0.84 0.40
N 0.01 -0.47 0.19
N -0.09 1.24 0.23
H -0.02 -0.12 -0.12
S -0.69 0.56 -0.07
C 0.22 -0.42 0.03
N 0.00 -0.04 -0.18
C 0.04 -0.38 0.28
C -0.16 0.02 -0.26
S 0.23 0.13 0.14
H -0.18 -0.16 -0.13
H 0.06 0.02 -0.09
H -0.15 -0.01 0.07
H 0.08 -0.03 0.12
H 0.04 -0.05 0.14
Br -0.09 0.17 0.09
C 0.14 -0.23 -0.12
C -0.04 -0.08 -0.10
C 0.03 -0.02 0.01
C -0.13 -0.05 0.09
C 0.02 0.01 0.05
C -0.05 0.02 -0.01
C 0.66 0.80 -0.16
O -0.14 0.02 0.06
O -1.11 -0.79 0.90
H 0.06 -0.06 0.00
H 0.03 0.14 -0.06
H 0.00 0.10 0.07
H -0.03 0.00 0.00

As for the gap between HOMO and LUMO (alpha / beta): 6.55 / 6.82 eV. Its spin multiplicity is 2. The LUMO energy (alpha / beta) comes out at 0.0256 / 0.0417 hartree. The net charge is -1. Its HOMO energy (alpha / beta) is -5.856 / -5.684 eV.

The records above give, respectively, relative energy (zero: lowest compared OMol25 entry of this formula, charge and spin) values of 61.1 188.8 0.0 65.2 kJ/mol.
The records above give, respectively, M values of 630.42 635.66 559.84 786.63 g/mol.
The records above give, respectively, electronic energy values of -2295.676751 -1710.776288 -5434.159026 -5101.461742 Eh.